1.
Here is an isolated molecule of C10H21O7PS at a distorted geometry from the OMol25 dataset. Energies are from ωB97M-V/def2-TZVPD.

Each line ends with the Mulliken charge.
Atoms and positions in Å:
C1 -3.33684 -0.11415 2.33157  -1.227
C2 -2.26929 -0.77186 1.36636  -0.533
C3 -1.78320 0.30558 0.30044  0.403
P1 -0.94916 1.60310 1.41141  0.353
C4 0.72450 0.97012 1.96492  -1.090
C5 -0.81137 3.26016 0.54315  -1.157
O1 -2.87725 0.75280 -0.53043  -0.467
S1 -3.12259 -0.46784 -1.62672  1.067
O2 -3.60234 -0.01632 -2.95840  -0.611
O3 -4.04398 -1.55673 -1.19942  -0.582
O4 -1.61716 -1.14791 -1.64317  -0.346
C6 -0.81282 -0.43288 -0.67098  0.195
C7 0.17222 0.44869 -1.52303  -0.544
O5 0.84571 -0.45138 -2.38279  -0.329
C8 2.17241 -0.03983 -2.62943  -0.313
O6 3.00650 -0.04781 -1.48559  -0.419
C9 2.81454 -1.26677 -0.75108  -0.053
C10 4.02000 -1.54676 0.18065  -0.420
O7 3.70700 -2.55347 1.14762  -0.509
H1 -4.24506 -0.75710 2.30893  0.310
H2 -2.96983 -0.02565 3.36847  0.345
H3 -3.63735 0.87849 1.95077  0.306
H4 -2.64990 -1.69190 0.88540  0.555
H5 -1.34065 -1.04435 1.91831  0.388
H6 0.95542 1.49481 2.91690  0.434
H7 1.55988 1.13802 1.24942  0.280
H8 0.67823 -0.11197 2.21576  0.278
H9 -1.06227 3.16215 -0.53560  0.343
H10 -1.55392 3.96530 0.97046  0.358
H11 0.20029 3.68398 0.69792  0.370
H12 -0.21149 -1.21040 -0.15157  0.093
H13 -0.34829 1.27244 -2.05470  0.436
H14 0.85908 0.93266 -0.78537  0.274
H15 2.19089 0.96424 -3.10527  0.305
H16 2.59391 -0.78113 -3.34769  0.351
H17 2.51722 -2.11410 -1.40453  0.446
H18 1.93814 -1.07443 -0.08281  -0.109
H19 4.96042 -1.78674 -0.35647  0.272
H20 4.19113 -0.61606 0.76540  0.241
H21 3.13727 -3.20500 0.73118  0.305

Computed properties:
SMILES: CC[C@]1(P(C)C)OS(=O)(=O)O[C@H]1COCOCCO
Highest occupied orbital energy: -8.522 eV
Frontier orbital gap: 8.95 eV
2S+1: 1
Calculated total energy: -45163.376 eV

=====

2.
Here is a structure of composition C21H33Cl2N8NaO2S from the OMol25 dataset. Energies are from ωB97M-V/def2-TZVPD.

Each line ends with the Mulliken charge.
Atoms and positions in Å:
Na1 -1.03951 0.64269 -0.01683  0.503
N1 -1.64404 0.69978 -2.39264  -0.319
C1 -2.42884 1.91295 -2.60992  -1.120
C2 -2.45176 2.84517 -1.40013  -1.024
N2 -2.77828 2.23858 -0.10723  0.732
C3 -4.13871 1.71045 -0.04490  -0.883
C4 -4.29712 0.26447 -0.49968  -0.910
N3 -3.53759 -0.65839 0.35034  -0.313
C5 -2.48615 3.16745 0.99293  -0.928
C6 -1.01525 3.26172 1.37808  -0.704
N4 -0.53102 1.98602 1.88853  -0.377
H1 -1.69018 0.08850 -3.19710  0.214
H2 -0.65076 0.90219 -2.25829  0.058
H3 -2.06928 2.52129 -3.44945  0.546
H4 -3.44905 1.62080 -2.86942  0.377
H5 -1.46543 3.30680 -1.30773  0.393
H6 -3.16030 3.66251 -1.61998  0.451
H7 -4.47398 1.76083 0.99337  0.564
H8 -4.83371 2.33759 -0.62646  0.217
H9 -5.37329 0.04977 -0.49817  0.460
H10 -3.94024 0.13248 -1.51730  0.393
H11 -3.90729 -0.64857 1.29859  0.089
H12 -3.63470 -1.60055 -0.01015  0.169
H13 -2.86461 4.17723 0.76698  0.258
H14 -3.02792 2.81192 1.87230  0.491
H15 -0.40278 3.52655 0.51127  0.408
H16 -0.92628 4.09199 2.09075  0.486
H17 0.44697 2.03147 2.13964  0.188
H18 -1.06334 1.64204 2.68243  0.094
N5 -1.14747 -1.18555 2.29366  0.004
N6 -1.79038 -1.95197 3.26856  -0.435
C7 -2.71366 -1.40247 4.07835  0.378
N7 -3.26452 -2.28216 4.96204  -0.482
S1 -3.24522 0.18019 4.00061  -0.410
H19 -1.71552 -1.19467 1.45080  0.268
H20 -0.22303 -1.55131 2.09843  0.229
H21 -1.75833 -2.95883 3.19856  0.253
H22 -2.72469 -3.07439 5.27240  0.220
H23 -3.88453 -1.86450 5.63434  0.230
Cl1 0.73645 -1.45293 -3.45082  -0.219
C8 2.36062 -0.81630 -3.42309  0.858
C9 2.70265 0.13630 -4.35910  -0.747
C10 3.98914 0.64906 -4.37736  -0.568
C11 4.91996 0.16276 -3.47889  -0.550
C12 4.57093 -0.81309 -2.56034  0.550
Cl2 5.83040 -1.43513 -1.53730  -0.207
C13 3.26219 -1.31315 -2.46264  -0.521
N8 2.85789 -2.26992 -1.55670  -0.062
C14 3.28508 -2.36938 -0.19789  -0.239
C15 3.62795 -3.62520 0.28324  -0.759
C16 3.98976 -3.79800 1.60992  -0.547
C17 4.01964 -2.69991 2.45651  -0.728
C18 3.66626 -1.44970 1.97010  -0.931
C19 3.28285 -1.25877 0.64636  1.583
C20 2.83861 0.09132 0.16709  -1.004
C21 1.38429 0.15496 -0.32669  1.170
O1 1.04541 1.19975 -0.94001  -0.789
O2 0.61535 -0.79268 -0.02099  -0.916
H24 1.95253 0.47580 -5.05942  0.425
H25 4.26537 1.40847 -5.09577  0.384
H26 5.94139 0.51781 -3.48561  0.426
H27 1.89949 -2.55891 -1.68653  0.362
H28 3.62431 -4.45986 -0.40693  0.461
H29 4.26246 -4.78099 1.97289  0.389
H30 4.31116 -2.81289 3.49321  0.409
H31 3.67405 -0.59449 2.63692  0.363
H32 3.48448 0.50744 -0.60779  0.190
H33 2.90112 0.79756 1.00005  0.445

Computed properties:
Highest occupied orbital energy: -7.718 eV
Frontier orbital gap: 7.81 eV
ΔE to the lowest compared entry with this formula, charge and spin: 13.7 kJ/mol
2S+1: 1
Calculated total energy: -78628.083 eV

=====

3.
Here is a structure of composition C12H6MnN2O5 at a distorted geometry from the OMol25 dataset. Energies are from ωB97M-V/def2-TZVPD.

Each line ends with the Mulliken charge.
Atoms and positions in Å:
O1 -0.66628 -6.77587 -3.21894  -0.115
C1 -0.95151 -6.03659 -2.40329  0.117
Mn1 0.10970 -1.35759 -0.99521  0.207
O2 -0.29599 -0.68985 -3.84155  -0.123
C2 -0.07585 -0.92801 -2.70875  0.337
C3 0.42917 -2.00562 0.64947  0.500
O3 0.68998 -2.69126 1.55163  -0.113
C4 1.81006 -1.74433 -1.35424  0.356
O4 2.92321 -2.08577 -1.51209  -0.117
C5 -1.65261 -1.06561 -0.81807  0.534
O5 -2.81552 -1.10367 -0.91665  -0.126
N1 1.37011 2.45228 -0.40762  -0.009
C6 1.32165 1.24875 -1.08328  -0.252
N2 0.48825 0.39588 -0.47059  0.138
C7 -0.06221 1.00237 0.65681  1.629
C8 -0.97367 0.43014 1.58218  -0.492
C9 -1.33594 1.25546 2.64785  -1.037
C10 -0.78484 2.55595 2.70181  -0.586
C11 0.11612 3.10222 1.76151  -0.394
C12 0.47466 2.28021 0.71262  0.110
H1 1.93108 3.23675 -0.69785  0.274
H2 1.83348 0.93005 -1.97699  0.394
H3 -1.37620 -0.59404 1.47736  0.270
H4 -2.03088 0.90304 3.42254  0.492
H5 -1.05936 3.19695 3.51390  0.499
H6 0.58339 4.08815 1.72744  0.508

Computed properties:
Highest occupied orbital energy (alpha / beta): -19.845 / -19.840 eV
Frontier orbital gap (alpha / beta): 7.39 / 4.15 eV
ΔE to the lowest compared entry with this formula, charge and spin: 126.0 kJ/mol
2S+1: 5
Calculated total energy: -57042.314 eV
Net charge: +3

=====

4.
Here is the ion C6H16NSe with charge +1 at a distorted geometry from the OMol25 dataset. Energies are from ωB97M-V/def2-TZVPD.

Each line ends with the Mulliken charge.
Atoms and positions in Å:
C1 -0.12013 2.36584 0.40696  -1.235
C2 -0.69500 1.30125 -0.50870  -0.327
C3 0.22558 -0.05678 -0.39008  -0.836
Se1 2.17459 0.33999 0.13344  0.232
C4 2.78016 -1.19857 -0.80275  -0.881
N1 -0.29818 -0.98750 0.60352  -0.017
C5 -1.33967 -1.72203 -0.04149  -0.804
C6 -0.66882 -0.43661 1.91664  -0.843
H1 0.96647 2.50430 0.34437  0.365
H2 -0.63078 3.22645 -0.07576  0.347
H3 -0.20540 2.31722 1.55838  0.280
H4 -1.71357 0.99315 -0.16803  0.285
H5 -0.89750 1.57033 -1.58034  0.399
H6 0.26662 -0.55181 -1.36825  0.580
H7 3.27592 -1.04922 -1.82653  0.317
H8 3.41479 -1.85962 -0.20576  0.371
H9 1.97512 -1.97489 -0.82593  0.211
H10 0.42900 -1.59282 0.90838  0.402
H11 -0.86226 -2.20661 -0.87106  0.383
H12 -1.93707 -2.50807 0.61114  0.327
H13 -2.11881 -1.11536 -0.41856  0.380
H14 0.30819 0.10709 2.18691  0.290
H15 -1.49390 0.22100 1.80136  0.406
H16 -1.05590 -1.25832 2.55740  0.370

Computed properties:
SMILES: CC[C@@H]([Se]C)[NH+](C)C
Highest occupied orbital energy: -12.799 eV
Frontier orbital gap: 9.93 eV
ΔE to the lowest compared entry with this formula, charge and spin: 41.5 kJ/mol
2S+1: 1
Calculated total energy: -73309.256 eV
Net charge: +1

=====

5.
Here is a cluster of 2 separate species, C6H15NP in total at a distorted geometry from the OMol25 dataset. Energies are from ωB97M-V/def2-TZVPD.

Each line ends with the Mulliken charge.
Atoms and positions in Å:
C1 2.79349 -1.40335 -0.32884  -0.584
C2 2.15494 -0.36618 0.10030  -0.180
C3 -1.94528 -2.00294 -0.41513  -0.750
C4 -0.62247 1.35163 1.71357  -1.184
C5 -0.12026 2.62435 -0.91547  -1.015
C6 -0.26155 -0.18690 -0.63158  -0.849
N1 -0.70375 -1.35038 0.15680  -0.013
P1 -1.17071 1.27740 -0.06997  0.142
H1 3.76012 -1.56502 -0.01607  0.303
H2 2.42574 -2.09014 -1.06385  0.268
H3 2.27662 0.60706 0.45319  0.358
H4 -2.78521 -1.25943 -0.41615  0.331
H5 -1.60693 -2.46555 -1.28042  0.327
H6 -2.32716 -2.82890 0.37683  0.332
H7 -0.57901 0.42225 2.27791  0.448
H8 -1.43275 1.97840 2.10273  0.335
H9 0.24068 1.87986 1.77442  0.332
H10 -0.71021 3.49885 -0.91830  0.390
H11 0.11107 2.27882 -1.99795  0.292
H12 0.82440 2.87212 -0.44645  0.338
H13 0.22248 -0.25766 -1.55212  0.671
H14 -0.63479 -1.01113 1.10316  0.308
H15 0.09055 -2.00317 -0.00660  0.398

Computed properties:
Highest occupied orbital energy (alpha / beta): -11.980 / -11.818 eV
Frontier orbital gap (alpha / beta): 7.82 / 8.15 eV
ΔE to the lowest compared entry with this formula, charge and spin: 449.6 kJ/mol
2S+1: 1
Calculated total energy: -17232.020 eV
Net charge: +1

=====

6.
Here is a structure of composition C20H30NPRe at a distorted geometry from the OMol25 dataset. Energies are from ωB97M-V/def2-TZVPD.

Each line ends with the Mulliken charge.
Atoms and positions in Å:
C1 1.12684 2.66079 -3.46294  -0.849
C2 -0.18910 2.62596 -3.00812  -1.047
C3 -0.59752 1.69229 -2.04822  0.105
C4 0.34062 0.79444 -1.49564  0.846
C5 1.68460 0.84610 -1.96035  0.024
C6 2.06387 1.76988 -2.93496  -0.636
C7 -2.01771 1.73786 -1.58888  -1.136
C8 -2.60148 0.44931 -0.99833  -0.912
N1 -2.27207 -0.77235 -1.83239  0.048
Re1 -0.17985 -0.52331 0.08609  0.563
C9 2.70216 -0.08780 -1.38336  -1.674
P1 1.89750 -1.18200 -0.07083  1.135
H1 -0.92789 3.32711 -3.39949  0.502
H2 3.10500 1.78045 -3.26365  0.554
H3 1.42870 3.37858 -4.22376  0.414
H4 3.52976 0.45011 -0.89530  0.564
H5 3.13552 -0.75347 -2.14480  0.536
H6 -2.15608 2.53257 -0.83491  0.460
H7 -2.65773 2.02750 -2.44098  0.583
H8 -2.38068 0.27004 0.07656  0.374
C10 3.12950 -1.04300 1.26517  -1.319
C11 2.26843 -2.84228 -0.74521  -1.487
H9 -3.69191 0.52539 -1.04997  0.514
C12 -3.51883 -1.58647 -2.00713  -0.875
C13 -1.17940 -1.74073 -1.50063  -1.130
H10 0.30003 -1.52839 1.43297  0.151
H11 -3.34861 -2.32767 -2.79235  0.393
H12 -3.76582 -2.07366 -1.05919  0.436
H13 -4.32627 -0.91701 -2.31312  0.399
H14 -1.42042 -2.62060 -2.13516  0.585
H15 -0.22320 -1.54680 -2.03205  0.458
H16 -1.34315 -2.32483 -0.54707  0.465
H17 2.77731 -2.75652 -1.71115  0.409
H18 2.90872 -3.36429 -0.02681  0.491
H19 1.34237 -3.41328 -0.87323  0.332
H20 3.73086 -0.13670 1.12455  0.382
H21 2.61762 -0.99694 2.23293  0.361
H22 3.77607 -1.92792 1.24052  0.522
H23 -2.12363 -0.41089 -2.79634  0.402
C14 0.05946 1.11456 1.34308  -1.244
C15 -0.11610 0.85931 2.85567  0.230
C16 1.00925 0.70034 3.67296  -0.313
C17 0.84825 0.35288 5.01681  -0.820
C18 -0.43783 0.22800 5.55845  -0.478
C19 -1.56209 0.42166 4.74504  -0.704
C20 -1.39955 0.74232 3.39392  -0.238
H24 -0.73008 1.80232 0.99239  0.692
H25 1.04675 1.56229 1.15409  0.750
H26 1.99936 0.84221 3.23648  0.665
H27 1.73003 0.18066 5.63596  0.400
H28 -0.56315 -0.01946 6.61392  0.396
H29 -2.56733 0.32816 5.16054  0.401
H30 -2.26107 0.89329 2.73823  0.323

Computed properties:
Highest occupied orbital energy (alpha / beta): -13.888 / -13.847 eV
Frontier orbital gap (alpha / beta): 7.13 / 5.49 eV
2S+1: 4
Calculated total energy: -34114.883 eV
Net charge: +2

=====

Q: Look up the calculated total energy of the fifth one.
A: -17232.020 eV

=====

Q: The highest 2S+1 belongs to which entry?
A: C12H6MnN2O5

=====

Q: 2S+1 of number 6 (C20H30NPRe)?
A: 4

=====

Q: The highest calculated total energy belongs to which entry?
A: C6H15NP